# 1
C3H6LiLuO5 | ωB97M-V/def2-TZVPD

```
16
Properties=species:S:1:pos:R:3:forces:R:3:mulliken_charge:R:1
H -1.88774 3.79488 -0.79639 -0.348 -0.412 0.165 0.2725
C -2.09566 2.92313 -0.14204 1.112 1.638 0.984 -0.0549
C -0.77403 2.19581 0.08015 -0.162 -0.578 -0.096 -0.5111
O 0.10184 2.97847 0.84726 0.130 -0.671 0.527 -0.4919
Lu -3.66361 0.25354 -1.57795 1.268 3.991 1.918 1.1574
O -3.05309 2.09302 -0.67781 -1.938 -4.544 -2.456 -0.4817
H -2.41758 3.33958 0.83565 -0.053 -0.308 -0.486 0.2751
H -0.34073 1.97752 -0.91770 0.011 -0.095 0.335 0.2239
H -1.00753 1.23850 0.59693 0.114 0.272 -0.277 0.2791
C 3.42612 1.37336 0.76588 0.289 -0.461 0.747 1.0073
O 3.70176 0.76574 -0.29608 0.012 -0.492 -0.425 -0.8808
O 3.59554 2.70005 0.84850 0.199 0.349 0.270 -0.4353
H 4.27674 2.97614 0.22292 -0.292 -0.069 -0.303 0.3104
Li 3.28852 -0.86452 0.72184 0.191 0.990 0.115 0.8605
O 3.03301 0.78732 1.81272 -0.500 -0.323 -0.421 -0.8432
H 0.46854 2.40735 1.55482 -0.032 0.712 -0.596 0.3126
```
Forces are in eV/Å.

Values from the calculation:
HOMO energy (alpha / beta): -11.826 / -11.826 eV
E: -47263.6871 eV
Multiplicity: 2
Net charge: +1
LUMO level (alpha / beta): -5.030 / -6.664 eV
Maximum force: 5.5 eV/A
Frontier orbital gap (alpha / beta): 6.796 / 5.161 eV

# 2
C3H6MgO4STl | ωB97M-V/def2-TZVPD

```
16
Properties=species:S:1:pos:R:3:forces:R:3:mulliken_charge:R:1
Tl 0.61699 1.58160 0.54326 -0.217 1.352 3.607 1.1638
S 3.29819 0.80669 -0.42808 -0.117 -0.540 -0.294 0.2504
O 2.94601 -0.70451 0.13537 -0.750 0.329 -0.347 -0.6228
O 2.55571 1.86983 0.55339 2.739 0.644 0.143 -0.4455
O -0.05355 1.07572 -1.21607 -0.129 -1.718 -2.886 -0.5811
C -1.30938 0.47953 -1.20056 -1.270 0.220 -1.267 -0.4376
C -1.51350 -0.72326 -0.27114 -0.585 -0.594 0.223 -0.2326
O -0.31925 -1.12329 0.39601 0.764 0.304 0.198 -0.5064
C 0.03429 -0.22604 1.54856 -1.189 -2.240 0.949 -0.7068
Mg 1.31568 -1.13066 -0.75826 0.743 0.823 0.137 1.0532
H -1.44106 0.08299 -2.22824 -0.509 0.587 0.366 0.3525
H -2.08427 1.22552 -0.93235 0.196 -0.369 -0.607 0.2909
H -1.79579 -1.60260 -0.87004 -0.203 0.288 0.348 0.3330
H -2.28707 -0.51383 0.48289 0.248 -0.282 -0.202 0.3289
H 0.86099 -0.79576 2.00957 -0.041 0.861 -0.081 0.3086
H -0.82399 -0.30194 2.23568 0.321 0.333 -0.285 0.4514
```
Forces are in eV/Å.

Values from the calculation:
HOMO energy (alpha / beta): -11.193 / -11.195 eV
E: -32360.9215 eV
Net charge: +1
LUMO level (alpha / beta): -5.672 / -5.672 eV
Maximum force: 3.9 eV/A
Frontier orbital gap (alpha / beta): 5.520 / 5.523 eV

# 3
C3H6N | ωB97M-V/def2-TZVPD

```
10
Properties=species:S:1:pos:R:3:forces:R:3:mulliken_charge:R:1
C 0.61844 -0.20499 -0.10567 -6.895 1.988 1.470 0.1130
C -0.62887 0.11690 -0.01359 7.416 -2.116 -1.130 -0.0488
C 2.07139 -0.01220 -0.02319 -1.263 -0.090 3.270 -0.9127
N -2.02434 -0.01861 -0.01904 -0.934 -2.112 0.651 -0.3307
H 2.16515 0.85091 0.68765 0.088 -0.552 -0.649 0.2946
H 2.64730 -0.83676 0.46705 -0.494 0.469 -1.189 0.3315
H 2.24276 0.33511 -0.97595 1.787 0.378 -2.197 0.3014
H -2.47781 -0.02792 -0.97903 0.736 -0.139 1.040 0.4002
H -2.39178 0.83079 0.47006 -0.314 -1.156 0.033 0.4017
H -2.22224 -1.03321 0.49171 -0.128 3.330 -1.299 0.4499
```
Forces are in eV/Å.

Values from the calculation:
HOMO energy: -14.889 eV
Structure (SMILES): CC#C[NH3+]
E: -4687.7664 eV
Net charge: +1
LUMO level: -4.609 eV
Maximum force: 7.8 eV/A
Frontier orbital gap: 10.281 eV

# 4
C3H6N | ωB97M-V/def2-TZVPD

```
10
Properties=species:S:1:pos:R:3:forces:R:3:mulliken_charge:R:1
C 0.41605 -0.64796 -0.64464 2.555 -1.654 -0.738 0.2481
C -0.79410 -1.06164 -0.76827 -3.936 0.908 0.108 -0.7822
C 0.21262 1.00585 1.18732 -1.871 -0.632 -0.779 -0.0817
N 0.71007 0.55402 0.05090 0.469 1.833 2.265 -0.0970
H 1.29360 -1.22706 -1.08201 -1.019 1.293 0.708 0.3098
H -1.64257 -0.47782 -0.40722 0.498 0.609 0.569 0.2037
H -1.34776 -1.78275 -1.32040 1.160 -1.480 -0.625 0.2903
H 0.37916 1.98922 1.65752 0.984 -0.374 -0.935 0.2973
H -0.69024 0.54888 1.75619 1.883 -0.229 -1.446 0.2643
H 1.46316 1.09926 -0.42938 -0.723 -0.274 0.873 0.3474
```
Forces are in eV/Å.

Values from the calculation:
HOMO energy: -15.769 eV
Structure (SMILES): C=C[NH+]=C
E: -4689.0742 eV
Net charge: +1
LUMO level: -5.974 eV
Maximum force: 4.0 eV/A
Frontier orbital gap: 9.795 eV

# 5
C3H6N | ωB97M-V/def2-TZVPD

```
10
Properties=species:S:1:pos:R:3:forces:R:3:mulliken_charge:R:1
C -0.02024 0.23364 -0.65558 -0.673 -1.669 2.138 0.0051
C 0.97203 0.27106 -1.54057 -2.177 0.471 -1.229 -0.5917
C -0.89772 -0.32823 1.54929 2.010 0.228 0.401 -0.0596
N 0.07366 -0.29969 0.71217 0.360 2.061 -0.858 -0.0648
H -1.07689 0.43514 -0.81030 -0.007 -0.815 -0.930 0.2590
H 1.87060 0.85668 -1.53374 1.181 -1.197 0.457 0.3505
H 0.47461 -0.00452 -2.49028 0.788 1.377 -0.197 0.2450
H -0.54083 -0.59080 2.55337 -1.117 -0.322 -0.229 0.2763
H -1.85220 0.06840 1.24641 -0.318 -0.135 0.199 0.2468
H 0.99697 -0.64168 0.96924 -0.047 0.003 0.247 0.3334
```
Forces are in eV/Å.

Values from the calculation:
HOMO energy: -14.641 eV
Structure (SMILES): C=C[NH+]=C
E: -4688.4484 eV
Net charge: +1
LUMO level: -6.031 eV
Maximum force: 2.8 eV/A
Frontier orbital gap: 8.610 eV

# 6
C3H6N2 | ωB97M-V/def2-TZVPD

```
11
Properties=species:S:1:pos:R:3:forces:R:3:mulliken_charge:R:1
C 1.04990 0.73475 1.54835 0.076 0.116 0.185 -0.7027
N 0.32603 -0.08119 0.59735 0.101 -0.186 0.306 -0.2085
C -1.56140 -0.73208 -1.90548 0.145 0.063 0.013 -0.8027
C -0.52080 -0.13558 -1.39228 0.114 0.088 0.240 0.5855
N 0.39549 0.40001 -0.75909 -0.601 -0.277 -0.351 -0.4320
H 2.12686 0.84491 1.36393 -0.111 -0.014 -0.123 0.2798
H 0.90381 0.24331 2.51485 0.112 0.156 -0.039 0.2970
H 0.59282 1.72598 1.60783 0.081 -0.131 -0.056 0.2498
H 0.70564 -1.02079 0.57726 -0.014 0.047 0.088 0.2524
H -1.49313 -1.73774 -2.29956 0.045 0.145 -0.146 0.2435
H -2.52522 -0.24159 -1.85316 0.051 -0.010 -0.117 0.2379
```
Forces are in eV/Å.

Values from the calculation:
HOMO energy: -8.858 eV
Structure (SMILES): C=C=NNC
E: -6185.6512 eV
LUMO level: 1.080 eV
Maximum force: 0.7 eV/A
Frontier orbital gap: 9.938 eV

# 7
C3H6N2 | ωB97M-V/def2-TZVPD

```
11
Properties=species:S:1:pos:R:3:forces:R:3:mulliken_charge:R:1
C -1.09791 0.02890 0.45938 0.474 -0.162 -0.258 -0.4645
N 0.08221 0.67309 0.73936 0.078 0.162 0.255 -0.2873
C 1.23293 0.00571 0.21202 0.305 -0.096 -0.114 -0.3842
C 0.92137 -0.51400 -1.28104 -1.049 0.101 0.257 -0.2938
N -0.32661 -0.59022 -1.34257 -0.845 0.918 2.193 -0.2150
H -1.19140 -0.71489 -1.81212 0.486 -0.579 -1.309 0.2275
H -1.98856 0.66960 0.58764 0.402 -0.360 -0.614 0.3365
H -1.22454 -0.94580 0.94060 0.147 0.152 -0.242 0.2279
H 0.05064 1.64491 0.45691 0.039 -0.070 0.074 0.2837
H 2.10754 0.65621 0.26477 -0.079 -0.178 -0.117 0.3545
H 1.43434 -0.91352 0.77506 0.042 0.111 -0.125 0.2146
```
Forces are in eV/Å.

Values from the calculation:
HOMO energy: -7.597 eV
E: -6184.7978 eV
LUMO level: 1.029 eV
Maximum force: 2.5 eV/A
Frontier orbital gap: 8.626 eV

# 8
C3H6N2 | ωB97M-V/def2-TZVPD

```
11
Properties=species:S:1:pos:R:3:forces:R:3:mulliken_charge:R:1
C 1.08745 -1.10420 -0.36763 -0.328 0.250 -0.946 0.7812
C -0.84685 0.89960 0.93871 -3.053 2.072 1.115 -0.2403
C 0.22884 -0.61005 -1.20119 0.089 -0.713 -1.626 -1.1264
N 1.75472 -1.74635 0.41288 1.526 -0.177 1.832 -0.5567
N -0.61671 1.42953 -0.14623 -0.523 3.074 -2.867 -0.3665
H 2.08107 -1.26868 1.28941 -0.525 -0.401 -1.066 0.2672
H -1.59994 1.15614 1.69570 0.176 0.566 -0.056 0.2581
H -0.50252 -0.03883 1.01811 1.951 -3.309 1.013 0.1409
H 0.32252 -0.08465 -2.16455 0.555 -0.313 0.978 0.2657
H -0.76679 -0.91378 -0.96580 -0.613 -0.033 0.038 0.3584
H -1.14180 2.28126 -0.50942 0.745 -1.016 1.586 0.2184
```
Forces are in eV/Å.

Values from the calculation:
HOMO energy: -8.055 eV
Structure (SMILES): C=C=N.C=N
E: -6184.8793 eV
LUMO level: 1.000 eV
Maximum force: 4.2 eV/A
Frontier orbital gap: 9.055 eV

# 9
C3H6N2 | ωB97M-V/def2-TZVPD

```
11
Properties=species:S:1:pos:R:3:forces:R:3:mulliken_charge:R:1
C 1.29533 -0.09058 0.11640 0.787 -0.266 0.228 -1.2680
C -0.15283 0.04092 -0.22722 0.923 -0.456 -2.177 0.6705
N -0.92546 -1.05218 0.22131 -1.573 -1.734 0.693 -0.6642
C -0.66505 1.29734 0.25291 -1.630 2.935 -2.359 0.0259
N -1.15586 2.21850 -0.26391 0.201 0.110 1.947 -0.4372
H 1.86979 0.72020 -0.33406 0.063 -0.083 0.024 0.3442
H 1.42995 -0.04909 1.20026 0.053 -0.083 -0.059 0.2847
H 1.64443 -1.05662 -0.24628 0.161 0.066 0.015 0.3282
H -0.23864 0.18267 -1.38775 0.121 -0.692 2.060 0.1873
H -1.65976 -1.34361 -0.41477 0.321 0.169 -0.248 0.2666
H -1.44190 -0.86754 1.08311 0.572 0.036 -0.124 0.2620
```
Forces are in eV/Å.

Values from the calculation:
HOMO energy: -10.022 eV
Structure (SMILES): C[C@@H](N)C#N
E: -6187.0187 eV
LUMO level: 0.325 eV
Maximum force: 4.1 eV/A
Frontier orbital gap: 10.346 eV

# 10
C3H6N2 | ωB97M-V/def2-TZVPD

```
11
Properties=species:S:1:pos:R:3:forces:R:3:mulliken_charge:R:1
C 0.18306 1.20071 -0.71826 -0.368 0.360 1.448 -0.8167
C -0.13100 -0.57772 0.94781 0.451 0.776 0.239 -0.4770
C 0.42152 -1.66676 0.13492 0.123 -0.577 0.012 0.3625
H 0.94456 1.68475 -0.05840 -0.592 -0.275 -0.502 0.2927
H 0.72155 0.61579 -1.47212 -0.270 -0.075 0.015 0.3211
H -0.45320 1.97933 -1.14723 0.524 -0.033 -0.328 0.2893
H -1.40446 -0.06506 -0.50337 0.447 0.863 0.891 0.2817
H -0.84431 -0.99816 1.63980 -0.224 -0.235 0.238 0.2659
H 0.62846 -0.05447 1.53978 0.153 -0.498 -0.026 0.2945
N -0.77248 0.44778 0.15977 -0.343 -0.588 -2.044 -0.4230
N 0.70631 -2.56620 -0.52270 0.099 0.281 0.058 -0.3908
```
Forces are in eV/Å.

Values from the calculation:
HOMO energy: -10.020 eV
Structure (SMILES): CNCC#N
E: -6187.5935 eV
LUMO level: 0.943 eV
Maximum force: 2.2 eV/A
Frontier orbital gap: 10.963 eV

# 11
C3H6N2O | ωB97M-V/def2-TZVPD

```
12
Properties=species:S:1:pos:R:3:forces:R:3:mulliken_charge:R:1
C -0.60809 0.32048 1.06554 0.001 0.177 0.301 -0.3009
N 0.19888 0.15935 -1.06311 0.236 -1.473 0.159 0.2264
N -1.02292 0.43940 -0.33328 -0.495 0.093 -0.328 -0.4676
C 1.21558 -0.35637 -0.38423 0.554 2.417 -1.738 -0.4831
C 0.83545 -0.18059 0.99553 0.607 -2.345 -0.565 -0.3518
O -0.07386 -0.23025 -2.36995 -0.117 0.283 0.010 -0.4144
H 0.42035 0.38541 -2.93125 -0.117 -0.035 0.198 0.3601
H -1.70337 -0.28322 -0.58276 0.396 0.072 -0.019 0.2923
H 1.05900 -1.37406 0.75152 -1.042 1.133 1.940 0.2235
H -1.26342 -0.35160 1.62287 0.017 0.101 -0.025 0.2292
H -0.65048 1.30574 1.53681 0.081 -0.076 0.023 0.2528
H 1.59287 0.16571 1.69232 -0.122 -0.347 0.045 0.4335
```
Forces are in eV/Å.

Values from the calculation:
HOMO energy: -8.879 eV
E: -8230.3644 eV
LUMO level: 0.967 eV
Maximum force: 3.0 eV/A
Frontier orbital gap: 9.846 eV

# 12
C3H6N2O | ωB97M-V/def2-TZVPD

```
12
Properties=species:S:1:pos:R:3:forces:R:3:mulliken_charge:R:1
C 1.49610 0.37888 0.23957 -1.740 -2.564 2.324 -0.3171
C 0.79038 -0.50037 1.10328 1.114 1.453 -1.289 -0.3005
N -0.43742 0.02679 1.24048 1.601 2.205 -2.393 -0.0128
C -0.47758 1.17149 0.48127 5.042 -2.801 0.041 -0.2377
N 0.72010 1.37530 -0.12743 -3.322 1.611 0.190 -0.5757
H 2.48126 0.27302 -0.06948 1.526 -0.112 -0.536 0.4616
H 1.04067 -1.35814 1.62023 0.753 -1.531 0.777 0.4526
H -1.18924 -0.19106 1.79590 -1.596 -1.140 1.545 0.1174
H -1.36873 1.59618 0.52024 -3.377 2.880 -0.686 0.4274
H -0.66367 -0.90442 -2.97746 1.312 -0.623 -1.022 0.3053
H -1.11065 -1.21361 -1.49863 -0.127 1.245 -2.089 0.3174
O -1.28124 -0.65406 -2.32797 -1.185 -0.622 3.136 -0.6379
```
Forces are in eV/Å.

Values from the calculation:
HOMO energy: -8.599 eV
Structure (SMILES): c1c[nH]cn1.O
E: -8235.0134 eV
LUMO level: 0.719 eV
Maximum force: 5.8 eV/A
Frontier orbital gap: 9.318 eV